Molecular formula: C25H28FN3O4
Method: DFT, ωB97M-V/def2-TZVPD

The geometry in ORCA input format:
```
! RIJCOSX wB97M-V def2-TZVPD def2/J DEFGRID3
* xyz 0 1
O 2.79436 -5.39487 -1.69452
C 2.69900 -4.26784 -2.18581
C 1.96690 -3.22233 -1.42690
C 2.28536 -1.85977 -1.57202
C 1.62625 -0.88979 -0.80927
C 0.63281 -1.25492 0.10422
F 0.01732 -0.29107 0.82797
C 0.28769 -2.60798 0.25372
O -0.69109 -3.02059 1.12711
C 0.95922 -3.57329 -0.50449
C 3.41125 -3.97537 -3.46181
C 4.72193 -4.45517 -3.64156
C 5.40929 -4.22207 -4.83033
C 4.75219 -3.53257 -5.84662
C 5.36946 -3.30106 -7.08502
C 4.67600 -2.63194 -8.09926
C 3.36806 -2.18837 -7.88001
C 2.75660 -2.41093 -6.63963
C 3.43447 -3.07921 -5.61745
N 2.80102 -3.27686 -4.44897
H 3.05336 -1.54273 -2.27321
H 1.87971 0.15894 -0.92538
H -0.97385 -2.29821 1.73815
H 0.68949 -4.61609 -0.36168
H 5.19352 -5.02078 -2.84347
H 6.42168 -4.59283 -4.96556
H 6.38202 -3.64913 -7.26786
H 5.15322 -2.46080 -9.06018
H 2.82808 -1.67125 -8.66832
H 1.74296 -2.07352 -6.45333
C -6.51264 3.33147 3.04007
N -5.21123 2.85581 3.50875
C -4.20751 2.51593 2.69038
O -4.31143 2.58334 1.47110
C -2.89009 2.05425 3.34267
C -1.68328 2.91686 2.90249
C -1.89852 4.44096 2.81383
C -2.39958 5.06020 4.11944
C -0.56783 5.11074 2.46716
N -2.61341 0.66407 2.95436
C -1.89830 -0.26509 3.58671
C -1.37792 0.00413 4.98379
O -1.65435 -1.33491 3.04237
H -6.37815 4.21273 2.40931
H -7.15269 3.58950 3.88468
H -6.99581 2.55410 2.44417
H -5.06748 2.76940 4.50211
H -2.99921 2.12877 4.42446
H -0.85347 2.71975 3.58084
H -1.37595 2.58555 1.90764
H -2.61241 4.66561 2.02238
H -2.47690 6.14124 4.00274
H -1.70406 4.83845 4.92896
H -3.38447 4.67731 4.37247
H -0.71740 6.18282 2.34092
H 0.16169 4.94069 3.25936
H -0.18528 4.70208 1.53163
H -2.92701 0.39577 2.03129
H -2.21145 0.22930 5.64514
H -0.68057 0.83761 4.95856
H -0.86156 -0.88602 5.34174
*
```

Its SMILES is O=C(c1ccc(F)c(O)c1)c1ccc2ccccc2n1.CNC(=O)[C@H](CC(C)C)NC(C)=O. Its lowest unoccupied orbital energy is -0.0091 Ha. The calculation puts the total energy at -1534.59490 Eh. As for the frontier orbital gap: 8.090 eV. The max |F| comes out at 0.055 Eh/bohr.

---

Molecular formula: C25H28INO5P2PtTe
Method: DFT, ωB97M-V/def2-TZVPD

The geometry in ORCA input format:
```
! RIJCOSX wB97M-V def2-TZVPD def2/J DEFGRID3
* xyz 0 1
Pt 1.46562 -0.11757 1.10340
O 3.42812 1.94746 0.91438
C 2.25019 1.68581 0.88052
C 1.23965 2.78899 0.65307
C 1.36901 4.08343 1.12698
C 0.36180 4.99943 0.85125
C -0.73397 4.63599 0.07691
C -0.84370 3.34680 -0.43201
C 0.14622 2.42701 -0.12742
P 0.26596 0.68748 -0.60993
C -1.37112 0.27883 -1.25750
C -2.42685 0.24198 -0.35012
C -3.72647 0.07474 -0.79705
C -3.98005 -0.05554 -2.15621
C -2.93347 -0.00503 -3.06597
C -1.62968 0.16811 -2.62217
C 1.36090 0.67721 -2.06234
C 1.99010 1.82150 -2.53869
C 2.85636 1.73687 -3.62064
C 3.09102 0.51590 -4.23341
C 2.46515 -0.63007 -3.75866
C 1.61098 -0.55189 -2.67275
H 2.23515 4.35469 1.71673
H 0.42766 6.00592 1.24441
H -1.50836 5.36252 -0.13306
H -1.68891 3.06705 -1.04918
H -2.22215 0.33531 0.70703
H -4.53914 0.04163 -0.08254
H -4.99518 -0.19111 -2.50695
H -3.12870 -0.09657 -4.12647
H -0.82275 0.21721 -3.33967
H 1.81086 2.78201 -2.07275
H 3.34470 2.63174 -3.98433
H 3.76511 0.45439 -5.07831
H 2.65305 -1.58793 -4.22613
H 1.14941 -1.45337 -2.28602
N 5.39909 -2.23379 0.29649
C 4.05513 -2.23233 0.50288
O 3.24577 -1.93705 -0.34879
C 3.62083 -2.63904 1.90972
I 3.18796 -0.84487 2.99764
H 5.72493 -1.79034 -0.54733
H 6.03323 -2.26537 1.07484
H 4.39816 -3.14107 2.47632
H 2.66537 -3.15274 1.86751
C -2.66262 0.92112 3.38225
C -1.85275 -0.24862 3.89541
O -0.88448 -0.63910 2.91252
P -0.72810 -2.11417 2.28858
O 0.63852 -2.08325 1.61834
Te -1.18465 -3.75476 3.89579
O -1.86432 -2.04107 1.15113
C -2.05618 -3.15829 0.26525
C -3.45790 -3.69692 0.42952
H -3.35940 1.25381 4.15353
H -3.24639 0.63737 2.50549
H -2.01466 1.75835 3.11524
H -2.48620 -1.09828 4.15246
H -1.29179 0.02897 4.78903
H -1.31207 -3.93046 0.47520
H -1.88401 -2.78738 -0.74860
H -3.58820 -4.09914 1.43381
H -3.64325 -4.49015 -0.29723
H -4.18852 -2.90237 0.26859
*
```

As for the energy relative to the best compared isomer or geometry (same formula, charge and spin): 58.2 kJ/mol. Its lowest unoccupied orbital energy is -0.0075 Ha. The calculation puts the total energy at -2768.29199 Eh. As for the frontier orbital gap: 6.598 eV. The max |F| comes out at 0.012 Eh/bohr.